{"formula": "C3H8BrN2O", "method": "wB97M-V/def2-TZVPD", "species": ["C", "H", "H", "N", "H", "H", "H", "C", "H", "N", "H", "H", "C", "O", "Br"], "coordinates": [[1.531, -0.810, -0.456], [-0.171, 0.888, 1.052], [1.257, -3.901, -0.136], [0.416, 2.843, 0.838], [-0.230, 2.465, -1.341], [0.443, 2.927, 1.796], [-0.495, 0.779, -1.481], [-0.080, 1.659, 0.333], [0.843, 3.481, 0.147], [-0.210, 1.579, -0.972], [0.267, -2.662, -1.178], [2.013, -3.220, -1.533], [1.278, -2.947, -0.843], [2.000, -2.005, -0.218], [2.737, 0.580, 0.073]], "forces_ev_per_a": [[0.08, -1.16, 0.29], [-0.62, -0.98, 0.15], [-0.40, 2.05, -1.26], [-1.46, -2.62, -4.22], [-0.03, 2.07, -2.09], [0.46, 0.71, 2.29], [-0.12, -0.82, -0.26], [2.11, 3.23, -0.01], [-0.38, -0.17, 1.30], [-0.39, -1.00, 2.85], [0.74, -0.01, -0.02], [0.01, -1.10, -2.31], [-1.65, -5.57, 1.02], [0.92, 5.90, 2.00], [0.72, -0.53, 0.27]], "charge": 1, "de_lowest_ev": 2.154, "energy_ha": -2877.50817, "homo_energy_ev": -13.04}



{"formula": "C3H8BrNOS", "method": "wB97M-V/def2-TZVPD", "species": ["H", "H", "C", "H", "S", "N", "H", "C", "H", "Br", "O", "H", "H", "H", "C"], "coordinates": [[2.707, 0.430, -0.778], [0.378, -0.288, 1.132], [-0.641, 0.675, -1.684], [-1.528, -1.952, 3.297], [-1.718, -0.530, 1.901], [-0.269, -0.967, 1.328], [-0.749, 1.279, -2.638], [1.698, 0.810, -0.899], [-0.966, 1.324, -0.845], [0.951, -1.787, -1.911], [-1.624, -1.028, 3.471], [-1.307, -0.168, -1.746], [-0.340, -1.539, 0.510], [1.625, 1.887, -0.830], [0.720, 0.062, -1.399]], "forces_ev_per_a": [[-0.12, -0.16, 0.18], [1.84, 2.23, -0.08], [-0.23, 0.14, -0.26], [0.01, -1.32, 0.80], [-1.35, 1.30, 0.11], [-0.59, -1.98, -0.38], [0.54, -0.85, 0.97], [0.91, -0.85, -0.80], [0.29, -0.41, -0.46], [0.00, 0.75, 0.32], [0.00, 0.48, -0.10], [-0.77, -0.01, -0.10], [0.00, -0.80, -0.14], [-0.51, -0.01, 0.32], [-0.02, 1.49, -0.40]], "charge": 0, "de_lowest_ev": 0.843, "energy_ha": -3221.23576, "smiles": "C=C(C)Br.NSO", "homo_energy_ev": -8.51}



{"formula": "C3H8BrP", "method": "wB97M-V/def2-TZVPD", "species": ["C", "H", "H", "C", "H", "C", "P", "Br", "H", "H", "H", "H", "H"], "coordinates": [[-0.195, 1.288, -0.705], [-0.467, 0.994, -1.712], [-0.998, 1.767, -0.051], [-1.184, -0.777, 0.362], [0.606, 0.549, 1.054], [0.087, 0.054, 0.151], [1.458, -1.100, -0.517], [3.187, 0.207, 0.109], [0.600, 2.064, -0.589], [-1.960, -0.416, 1.134], [-0.948, -1.838, 0.667], [-1.795, -0.867, -0.626], [1.610, -1.924, 0.722]], "forces_ev_per_a": [[-0.29, 0.81, 2.17], [-0.25, 0.60, -0.20], [0.26, -0.41, -1.63], [-1.70, -1.05, -0.15], [-1.27, -1.39, -0.63], [1.49, 0.51, 1.04], [-0.14, 0.03, 1.44], [0.07, -0.03, -0.27], [-0.20, -0.90, -0.81], [1.46, -0.10, -1.05], [-0.20, 0.99, -0.24], [1.19, 0.22, 1.52], [-0.43, 0.72, -1.19]], "charge": 0, "de_lowest_ev": 0.807, "energy_ha": -3034.45357, "smiles": "CC(C)PBr", "homo_energy_ev": -9.31}



{"formula": "C3H8Cl2NP", "method": "wB97M-V/def2-TZVPD", "species": ["C", "H", "C", "H", "P", "H", "C", "H", "Cl", "Cl", "H", "N", "H", "H", "H"], "coordinates": [[0.970, 1.291, -0.493], [1.996, -0.601, -0.779], [1.082, -0.651, 1.098], [0.146, 1.712, 0.098], [-4.565, -0.563, 0.062], [-0.047, -0.503, -2.044], [1.020, -0.182, -0.341], [1.994, -0.231, 1.684], [-3.446, 0.608, 1.283], [-3.195, -1.659, -0.737], [1.055, 1.656, -1.630], [-0.073, -0.818, -1.127], [0.229, -0.257, 1.751], [1.835, 1.922, -0.077], [0.999, -1.724, 1.251]], "forces_ev_per_a": [[1.71, 3.45, -1.40], [-1.06, 0.63, 0.07], [-0.51, 1.37, 2.79], [-0.37, -0.07, -0.80], [-1.70, 0.98, 0.65], [0.34, 1.13, -2.33], [1.01, -2.05, -1.23], [-1.20, -0.87, -1.37], [0.19, 0.36, 0.35], [1.45, -1.34, -0.98], [-0.95, -0.90, 2.37], [0.68, -0.81, 3.63], [0.71, -0.24, -1.13], [-0.67, -1.54, -0.20], [0.38, -0.09, -0.41]], "charge": 0, "de_lowest_ev": 2.268, "energy_ha": -1435.51031, "homo_energy_ev": [-7.98, -9.96]}



{"formula": "C3H8Cl2Si", "method": "wB97M-V/def2-TZVPD", "species": ["H", "C", "H", "H", "H", "C", "C", "Si", "Cl", "H", "H", "Cl", "H", "H"], "coordinates": [[-1.232, -1.968, 0.852], [0.999, 0.637, -1.421], [0.590, 0.595, -2.458], [0.602, 0.262, 2.144], [0.271, -2.225, 0.027], [-0.054, 0.942, 1.598], [-0.644, -1.648, 0.020], [-0.346, 0.203, -0.132], [2.424, -0.418, -1.373], [-1.153, -1.939, -0.879], [1.289, 1.652, -1.227], [-2.122, 1.070, -0.828], [-1.018, 0.890, 2.101], [0.395, 1.948, 1.574]], "forces_ev_per_a": [[-0.49, 0.08, 0.66], [-1.29, -0.35, -0.60], [0.24, 0.02, 0.82], [0.19, 0.09, -0.01], [0.45, 0.02, 0.10], [0.34, -0.39, -0.96], [0.55, 0.64, -0.70], [0.02, -0.28, 0.83], [0.18, -0.10, 0.20], [-0.44, -0.27, -0.52], [0.39, 0.51, -0.01], [0.33, -0.07, -0.04], [-0.05, 0.41, 0.07], [-0.42, -0.32, 0.18]], "charge": 0, "de_lowest_ev": 0.196, "energy_ha": -1329.06092, "smiles": "C[Si](C)(Cl)CCl", "homo_energy_ev": -10.31}



{"formula": "C3H8ClN", "method": "wB97M-V/def2-TZVPD", "species": ["H", "H", "H", "H", "Cl", "H", "H", "C", "H", "N", "C", "C", "H"], "coordinates": [[0.041, 1.495, -0.810], [-1.151, 0.733, 0.426], [0.972, -0.921, -0.738], [-0.301, -1.399, 0.494], [2.020, 1.173, 1.440], [0.345, -0.435, 2.225], [-1.243, 0.909, -2.327], [0.279, -0.657, 0.036], [-2.156, -0.211, -1.559], [-1.185, 0.099, -1.800], [1.096, -0.330, 1.391], [-0.496, 0.551, -0.488], [1.779, -1.007, 1.710]], "forces_ev_per_a": [[-0.01, -1.38, 1.05], [0.00, 0.69, -1.57], [0.21, -0.94, -0.24], [-1.40, -1.45, -0.65], [-0.17, 0.56, -0.03], [0.52, 1.10, -0.64], [-0.53, 1.71, -1.45], [3.33, 2.81, 1.37], [1.19, 0.41, -0.55], [-0.54, -1.44, 3.53], [-3.38, 1.11, -0.68], [-1.32, -0.62, -0.13], [2.09, -2.56, 0.00]], "charge": 0, "de_lowest_ev": 0.785, "energy_ha": -634.00574, "smiles": "NCCCCl", "homo_energy_ev": -9.72}



{"formula": "C3H8ClN2O", "method": "wB97M-V/def2-TZVPD", "species": ["H", "H", "H", "H", "Cl", "N", "C", "H", "O", "C", "H", "H", "H", "C", "N"], "coordinates": [[0.090, -2.119, -1.963], [-0.381, 1.616, 4.079], [-0.919, 2.076, 1.733], [0.871, 0.067, -3.576], [0.781, -1.034, 1.900], [-0.439, 1.267, 1.424], [0.384, -0.810, -3.398], [0.736, -1.612, -4.068], [-0.173, -0.233, -1.112], [-0.051, 0.478, 2.373], [-0.349, 1.080, 0.405], [-0.592, -0.532, -3.855], [0.111, 0.069, 4.395], [0.104, -1.018, -1.989], [-0.173, 0.706, 3.653]], "forces_ev_per_a": [[-0.33, -0.33, 1.93], [-0.21, -0.29, -0.90], [-0.56, 0.99, -0.15], [1.91, 2.46, -0.53], [-1.10, 1.68, 0.68], [0.10, -0.20, -0.63], [-1.86, 0.23, -1.85], [0.14, 0.00, 1.09], [0.32, 0.04, -0.09], [1.59, -2.46, -0.83], [0.09, -0.34, 0.78], [-0.01, -0.32, 0.32], [0.12, -0.34, -0.87], [-0.20, -1.85, -0.70], [0.00, 0.72, 1.76]], "charge": 1, "de_lowest_ev": 0.215, "energy_ha": -763.79003, "homo_energy_ev": -13.43}



{"formula": "C3H8ClNO", "method": "wB97M-V/def2-TZVPD", "species": ["H", "H", "H", "H", "C", "C", "H", "H", "C", "N", "Cl", "O", "H", "H"], "coordinates": [[-1.336, -0.742, -1.489], [-1.047, 1.774, 1.191], [0.946, 0.007, -1.843], [0.594, 1.821, 0.968], [-0.223, 1.220, 1.027], [1.057, -0.088, -0.796], [0.989, -1.091, -0.495], [1.778, 0.465, -0.250], [-1.281, -0.236, -0.615], [-0.184, 0.472, -0.213], [-2.896, 0.365, -0.256], [-1.389, -1.917, 0.540], [-2.186, -1.712, 0.995], [-0.248, 0.629, 1.847]], "forces_ev_per_a": [[0.55, -1.46, -2.54], [-3.01, 2.16, -0.51], [0.73, 0.33, -1.10], [2.41, 1.89, 0.45], [0.87, -1.68, -2.52], [-2.16, 0.96, 1.89], [0.85, -1.66, 0.23], [1.51, 0.18, -0.40], [-0.19, 0.31, 5.25], [-3.29, -0.96, -1.70], [0.52, 0.32, -0.09], [1.59, 1.78, -2.22], [-1.09, 0.25, 0.61], [0.72, -2.42, 2.65]], "charge": 0, "de_lowest_ev": 3.694, "energy_ha": -709.17612, "homo_energy_ev": -8.83}



{"formula": "C3H8ClNO", "method": "wB97M-V/def2-TZVPD", "species": ["Cl", "O", "H", "H", "H", "H", "H", "C", "H", "C", "C", "H", "N", "H"], "coordinates": [[8.674, 27.873, -2.152], [12.435, 26.721, -2.309], [11.647, 28.784, -5.815], [10.557, 27.829, -3.295], [10.695, 27.128, -5.722], [14.329, 26.204, -4.063], [14.314, 27.858, -4.340], [13.670, 26.985, -4.445], [13.408, 26.831, -5.491], [12.449, 27.094, -3.502], [10.932, 28.118, -5.332], [9.992, 28.668, -5.290], [11.354, 28.026, -3.883], [11.781, 28.868, -3.524]], "forces_ev_per_a": [[-0.17, -0.03, 0.12], [-0.40, 1.19, -4.84], [0.02, -0.75, -0.50], [-0.65, -0.19, 0.64], [0.65, 0.16, -0.14], [-0.43, -0.33, -0.11], [-0.40, 0.52, -0.06], [-0.81, -0.36, 0.70], [0.04, -0.01, 0.13], [2.38, -1.58, 4.29], [-0.53, 1.07, 0.99], [-0.04, 0.01, -0.15], [0.68, -0.77, -0.93], [-0.35, 1.07, -0.14]], "charge": 1, "de_lowest_ev": 0.107, "energy_ha": -708.94790, "multiplicity": 2, "s2": 0.752, "homo_energy_ev": [-15.85, -15.82]}



{"formula": "C3H8ClO2P", "method": "wB97M-V/def2-TZVPD", "species": ["H", "O", "H", "H", "H", "C", "O", "Cl", "P", "H", "H", "C", "H", "C", "H"], "coordinates": [[-2.272, 1.460, 0.273], [0.749, -1.516, 0.179], [1.643, -2.856, -1.110], [1.908, -1.115, -1.398], [-0.880, 2.405, -0.487], [1.912, -1.823, -0.659], [-0.830, 0.328, -0.560], [2.288, 1.361, 0.194], [0.212, -0.106, 0.591], [2.657, -1.955, 0.208], [-0.176, -1.020, 2.660], [-0.773, -0.528, 1.932], [-2.009, 1.586, -1.539], [-1.635, 1.602, -0.566], [-1.366, 0.385, 2.119]], "forces_ev_per_a": [[-0.99, 0.62, 0.27], [0.36, 0.18, -0.83], [0.66, 1.69, 0.74], [1.25, 1.79, -1.67], [-0.73, -0.03, 0.28], [-1.12, -3.85, 3.49], [1.10, 0.90, -0.19], [-1.98, -1.30, 0.24], [-1.94, -0.76, 0.07], [-0.04, 0.52, -2.48], [-0.04, -0.17, 1.21], [1.13, 2.39, -1.71], [-1.27, 0.17, -1.18], [3.64, -1.41, 0.92], [-0.04, -0.73, 0.85]], "charge": 0, "de_lowest_ev": 3.060, "energy_ha": -1071.05117, "smiles": "C=P(Cl)(OC)OC", "homo_energy_ev": [-8.73, -8.73]}



{"formula": "C3H8ClOPS", "method": "wB97M-V/def2-TZVPD", "species": ["P", "H", "C", "H", "C", "H", "H", "H", "H", "S", "C", "H", "Cl", "H", "O"], "coordinates": [[-2.361, -0.632, -0.026], [-0.137, 1.641, -0.555], [1.431, 0.008, -1.012], [1.970, -0.726, -0.388], [0.610, 0.949, -0.134], [2.247, 0.691, -1.421], [1.975, 0.534, 1.357], [-2.640, 1.847, -0.065], [-1.151, 0.181, 1.555], [-3.539, 1.048, -0.512], [1.109, 1.147, 1.085], [0.693, 1.947, 1.683], [-3.924, -1.873, 0.346], [0.829, -0.257, -1.874], [-1.912, -0.402, 1.472]], "forces_ev_per_a": [[0.44, -0.71, -1.48], [0.19, -0.65, 0.09], [0.40, 2.30, -0.42], [-0.75, -0.16, -0.72], [1.47, 0.05, 0.08], [-0.84, -0.88, 0.24], [-0.44, 0.44, 0.52], [1.29, 1.22, 0.49], [0.51, 0.02, -0.06], [-1.67, -0.49, -0.53], [-0.66, 0.16, -0.32], [0.33, -0.13, 0.49], [-0.35, -0.41, 0.03], [0.26, -1.04, 0.04], [-0.20, 0.29, 1.55]], "charge": 0, "de_lowest_ev": 1.605, "energy_ha": -1394.08109, "smiles": "OP(S)Cl.C=CC", "homo_energy_ev": -8.93}



{"formula": "C3H8ClPS", "method": "wB97M-V/def2-TZVPD", "species": ["C", "H", "S", "H", "C", "P", "H", "C", "H", "H", "H", "H", "H", "Cl"], "coordinates": [[0.412, 1.863, -0.596], [0.294, -0.180, 2.370], [-2.220, 0.138, -1.478], [0.790, 2.130, 0.305], [0.725, -1.170, -1.050], [-0.562, 0.189, -0.489], [1.445, -1.502, -0.237], [-0.707, -0.671, 2.264], [1.318, -0.616, -1.928], [-0.355, 2.600, -1.064], [-0.745, -1.679, 2.053], [-1.489, -0.255, 2.989], [1.180, 1.648, -1.335], [-0.086, -2.495, -1.803]], "forces_ev_per_a": [[-3.29, -1.48, -3.77], [-0.99, -0.75, -0.01], [0.26, 0.13, -0.02], [1.06, 0.96, 2.68], [1.47, 2.54, -0.92], [0.74, -0.14, 1.18], [-1.06, 0.49, -0.99], [0.40, 3.75, 0.77], [-0.98, -1.18, 2.05], [1.42, -1.18, 1.08], [-0.04, -2.01, -0.52], [1.03, -0.56, -1.54], [0.22, 0.26, 0.03], [-0.25, -0.83, -0.02]], "charge": 0, "de_lowest_ev": 3.818, "energy_ha": -1318.72095, "homo_energy_ev": [-8.46, -7.87]}